Molecular formula: C16H25NO
Method: DFT, ωB97M-V/def2-TZVPD

Summary:
energy relative to the best compared isomer or geometry (same formula, charge and spin): 365.8 kcal per mole
HOMO-LUMO gap: 9.76 eV
HOMO: -8.848 eV

ORCA input file:
```
! RIJCOSX wB97M-V def2-TZVPD def2/J DEFGRID3
* xyz 0 1
C -4.47 -0.72 0.48
C -3.29 0.28 0.15
C -3.49 1.72 0.44
C -2.62 2.55 0.21
C -1.45 2.03 -0.49
C -1.30 0.80 -0.60
C -2.31 -0.20 -0.24
O -2.00 -1.37 -0.89
C -1.60 -2.20 0.20
C -0.04 -2.07 0.66
H 0.02 -0.77 0.94
C 0.75 -2.30 -0.58
H 0.56 -2.06 -1.49
H 0.80 -3.38 -0.64
C 2.30 -2.08 -0.27
N 2.43 -0.66 0.18
C 2.72 -0.09 -1.14
C 2.62 1.53 -0.89
C 3.86 2.09 -0.05
C 3.55 1.22 1.41
C 3.53 -0.32 0.88
H 3.30 -0.79 2.05
H 4.55 -0.49 0.61
H 2.56 1.48 1.93
H 4.38 1.56 1.76
H 3.78 3.07 0.22
H 4.74 1.59 -0.43
H 1.72 2.02 -0.58
H 2.70 2.06 -1.81
H 1.93 -0.25 -1.82
H 3.67 -0.09 -1.72
H 2.94 -2.48 -1.05
H 2.60 -2.53 0.81
H 0.12 -2.75 1.53
H -2.21 -2.15 1.18
H -1.66 -3.05 -0.04
H -0.29 0.58 -1.28
H -0.72 2.97 -0.27
H -2.88 3.66 0.51
H -4.71 2.05 1.00
H -4.44 -1.12 1.60
H -4.52 -1.52 0.00
H -5.60 -0.33 0.22
*
```

Molecular formula: C16H26AsIN6NdS6
Method: DFT, ωB97M-V/def2-TZVPD

Summary:
⟨S²⟩: 3.75
energy relative to the best compared isomer or geometry (same formula, charge and spin): 13.5 kcal per mole
HOMO-LUMO gap (alpha / beta): 6.34 / 6.34 eV
HOMO (alpha / beta): -4.281 / -4.279 eV

ORCA input file:
```
! RIJCOSX wB97M-V def2-TZVPD def2/J DEFGRID3
* xyz -1 4
Nd 0.20 0.17 0.47
N -0.42 1.92 -1.50
C -1.51 1.43 -2.35
C -0.97 0.33 -3.25
N -0.31 -0.73 -2.48
C -0.99 -2.01 -2.46
C -2.11 -2.02 -1.43
N -1.53 -1.85 -0.10
H -0.75 2.58 -0.78
H 0.28 2.42 -2.04
H -1.97 2.22 -2.96
H -2.28 1.04 -1.68
H -0.25 0.77 -3.95
H -1.78 -0.09 -3.86
H 0.64 -0.87 -2.80
H -0.26 -2.77 -2.18
H -1.40 -2.28 -3.45
H -2.68 -2.95 -1.53
H -2.80 -1.20 -1.61
H -1.08 -2.71 0.22
H -2.23 -1.61 0.60
S -0.04 3.40 1.29
As -0.96 2.01 2.65
S -2.35 0.86 1.36
S 0.68 0.60 3.10
S -1.88 2.72 4.41
S 4.61 2.62 0.85
C 2.99 2.07 1.04
N 2.45 1.53 -0.01
C 3.32 1.55 -1.08
C 3.04 1.07 -2.36
C 4.01 1.15 -3.33
C 5.27 1.72 -3.05
C 5.55 2.21 -1.79
C 4.57 2.12 -0.81
H 2.49 2.11 2.00
H 2.07 0.63 -2.56
H 3.81 0.78 -4.33
H 6.01 1.78 -3.83
H 6.52 2.64 -1.58
I 3.30 -1.67 1.31
C 1.75 -1.75 -0.25
H 2.38 -1.68 -1.15
H 1.44 -2.80 -0.16
C -2.17 -1.21 4.99
N -0.80 -1.69 5.09
C 0.11 -1.29 6.05
C 1.31 -1.81 5.73
N 1.11 -2.54 4.57
C -0.17 -2.44 4.16
S -0.83 -3.12 2.76
H -2.65 -1.33 5.96
H -2.67 -1.81 4.24
H -2.17 -0.16 4.70
H -0.18 -0.62 6.85
H 2.27 -1.70 6.19
H 1.82 -2.92 3.97
*
```

Molecular formula: C16H26B2N6O2Pd
Method: DFT, ωB97M-V/def2-TZVPD

Summary:
⟨S²⟩: 2.01
energy relative to the best compared isomer or geometry (same formula, charge and spin): 4.0 kcal per mole
HOMO-LUMO gap (alpha / beta): 5.58 / 5.00 eV
HOMO (alpha / beta): -15.728 / -15.625 eV

ORCA input file:
```
! RIJCOSX wB97M-V def2-TZVPD def2/J DEFGRID3
* xyz 2 3
C 0.24 -3.33 1.14
N 0.61 -2.50 0.16
N 0.86 -3.26 -0.98
C 0.78 -4.56 -0.66
C 0.36 -4.65 0.67
B 1.19 -2.53 -2.31
N 0.09 -1.46 -2.61
N -0.28 -0.52 -1.67
C -1.18 0.29 -2.24
C -1.34 -0.09 -3.59
C -0.49 -1.18 -3.79
Pd 0.76 -0.43 0.22
N 2.44 -1.67 -2.04
N 2.38 -0.67 -1.08
C 3.50 0.05 -1.16
C 4.35 -0.54 -2.12
C 3.63 -1.61 -2.66
H 3.60 0.94 -0.55
H 3.84 -2.34 -3.43
H 5.34 -0.26 -2.38
H 1.31 -3.30 -3.22
H -0.25 -1.78 -4.66
H 1.02 -5.30 -1.41
H -1.99 0.35 -4.32
H 0.15 -5.54 1.21
H -1.66 1.08 -1.68
H -0.08 -2.90 2.09
H 0.81 2.37 -0.47
C 0.07 3.17 -0.47
H -0.08 3.52 -1.50
H -0.87 2.80 -0.05
H 0.44 4.03 0.10
C -1.51 1.95 4.31
C -0.24 1.23 3.87
C 0.89 1.92 4.64
O -0.03 1.41 2.48
B 0.42 0.19 2.03
O 0.53 -0.81 2.97
C -0.21 -0.33 4.07
C 0.54 -0.85 5.29
C -1.60 -0.98 4.07
H -1.39 3.04 4.21
H -1.65 1.74 5.39
H -2.42 1.66 3.77
H 0.90 3.00 4.42
H 0.68 1.81 5.71
H 1.88 1.50 4.42
H -0.02 -0.59 6.19
H 0.63 -1.95 5.21
H 1.56 -0.43 5.34
H -2.22 -0.72 3.19
H -1.51 -2.08 4.10
H -2.11 -0.67 4.98
*
```

Molecular formula: C16H26BN3O4S2
Method: DFT, ωB97M-V/def2-TZVPD

Summary:
HOMO-LUMO gap: 7.89 eV
HOMO: -7.954 eV

ORCA input file:
```
! RIJCOSX wB97M-V def2-TZVPD def2/J DEFGRID3
* xyz 0 1
C 5.34 -1.00 -0.08
C 4.64 -0.26 -1.20
O 5.33 0.94 -1.46
C 4.82 1.69 -2.53
C 4.34 3.06 -2.04
C 2.97 2.98 -1.44
C 1.85 3.11 -2.17
C 0.52 2.96 -1.62
N -0.55 3.09 -2.51
C 0.32 2.68 -0.30
B -1.09 2.44 0.37
O -1.41 3.19 1.48
C -2.11 1.38 -0.22
C -2.90 0.61 0.85
C 1.49 2.57 0.51
N 1.51 2.29 1.81
S 3.05 2.26 2.25
N 3.77 2.57 0.85
C 2.80 2.72 -0.04
H 6.39 -1.16 -0.31
H 5.27 -0.43 0.85
H 4.85 -1.96 0.08
H 4.59 -0.90 -2.09
H 3.60 -0.06 -0.90
H 3.97 1.17 -2.99
H 5.58 1.81 -3.31
H 4.33 3.75 -2.89
H 5.05 3.42 -1.30
H 1.93 3.32 -3.23
H -1.34 3.60 -2.16
H -0.28 3.42 -3.42
H -1.48 2.71 2.31
H -1.55 0.68 -0.83
H -2.78 1.91 -0.90
H -3.21 1.24 1.68
H -2.30 -0.22 1.22
H -3.78 0.16 0.41
C -3.92 -4.40 2.91
C -5.34 -4.17 2.38
C -5.22 -3.37 1.08
S -3.62 -3.80 0.38
O -2.78 -2.62 0.39
O -3.79 -4.57 -0.83
C -3.10 -4.87 1.72
H -3.90 -5.13 3.72
H -3.51 -3.47 3.30
H -5.82 -5.13 2.18
H -5.96 -3.64 3.10
H -5.98 -3.62 0.35
H -5.21 -2.30 1.26
H -2.02 -4.77 1.85
H -3.35 -5.89 1.43
*
```

Molecular formula: C16H26N2O2
Method: DFT, ωB97M-V/def2-TZVPD

Summary:
SMILES: CCCCC(O)(CCCC)C(=O)NNc1ccccc1
energy relative to the best compared isomer or geometry (same formula, charge and spin): 27.6 kcal per mole
HOMO-LUMO gap: 8.69 eV
HOMO: -8.031 eV

ORCA input file:
```
! RIJCOSX wB97M-V def2-TZVPD def2/J DEFGRID3
* xyz 0 1
C -0.69 -3.57 3.88
C -1.08 -3.27 2.43
C -1.28 -1.78 2.16
C 0.01 -0.97 2.27
H 0.38 -1.02 3.29
H 0.77 -1.39 1.60
C -0.22 0.52 1.94
O -1.09 1.08 2.88
H -1.86 1.41 2.38
C -0.88 0.67 0.56
O -1.95 1.23 0.44
N -0.20 0.14 -0.47
H 0.75 -0.20 -0.37
N -0.69 0.25 -1.78
C -0.17 -0.51 -2.79
C 0.50 -1.71 -2.54
C 0.98 -2.47 -3.59
C 0.81 -2.06 -4.90
C 0.13 -0.87 -5.16
C -0.35 -0.10 -4.12
H -0.87 0.82 -4.32
H -0.02 -0.54 -6.17
H 1.19 -2.65 -5.72
H 1.50 -3.40 -3.38
H 0.61 -2.07 -1.53
H -1.07 1.16 -2.00
C 1.13 1.28 1.97
C 0.97 2.74 1.56
C 2.28 3.51 1.68
C 2.12 4.97 1.27
H 1.38 5.46 1.90
H 3.06 5.50 1.37
H 1.79 5.04 0.24
H 2.63 3.46 2.72
H 3.04 3.04 1.06
H 0.22 3.21 2.20
H 0.62 2.80 0.53
H 1.50 1.24 3.00
H 1.86 0.78 1.33
H -2.01 -1.38 2.87
H -1.70 -1.67 1.15
H -0.31 -3.67 1.76
H -2.01 -3.79 2.21
H -0.66 -4.65 4.04
H 0.29 -3.17 4.11
H -1.41 -3.14 4.56
*
```